Entry A
C24H22Cl2N7O6OsPS as an isolated structure, computed with ωB97M-V/def2-TZVPD.

XYZ file:
```
64
C24H22Cl2N7O6OsPS (ωB97M-V/def2-TZVPD)
Os 0.53 -1.74 1.45
Cl 6.76 0.96 1.38
C 5.33 0.11 0.90
C 4.18 0.32 1.63
C 3.01 -0.34 1.26
N 1.76 -0.23 1.90
C 1.43 0.81 2.73
O 2.18 1.69 3.10
C -0.02 0.84 3.12
C -0.45 1.68 4.14
C -1.79 1.67 4.47
C -2.65 0.83 3.77
C -2.14 0.03 2.76
N -0.85 0.04 2.44
C 3.02 -1.21 0.15
C 4.18 -1.42 -0.57
C 5.34 -0.75 -0.19
Cl 6.77 -1.02 -1.12
N 1.76 -1.81 -0.12
C 1.43 -2.31 -1.35
O 2.18 -2.40 -2.30
C -0.02 -2.69 -1.49
C -0.43 -3.40 -2.60
C -1.77 -3.72 -2.72
C -2.65 -3.30 -1.72
C -2.15 -2.60 -0.64
N -0.86 -2.29 -0.54
H 4.19 0.99 2.47
H 0.28 2.30 4.63
H -2.16 2.29 5.26
H -3.71 0.79 4.00
H -2.77 -0.65 2.21
H 4.20 -2.08 -1.41
H 0.31 -3.69 -3.34
H -2.13 -4.28 -3.56
H -3.70 -3.53 -1.77
H -2.78 -2.28 0.17
O -2.10 -3.00 2.39
S -0.83 -3.55 2.83
O 0.02 -2.34 3.37
O 0.04 -3.75 1.54
O -0.83 -4.67 3.69
C -0.15 2.97 -3.16
N -0.95 1.76 -3.35
C -2.32 2.05 -2.92
N -2.43 2.56 -1.55
C -1.58 3.74 -1.43
N -0.18 3.52 -1.80
C 0.48 2.60 -0.86
P -0.31 0.93 -0.76
C -0.39 0.64 -2.59
C -2.05 1.53 -0.58
H -0.53 3.74 -3.83
H 0.89 2.76 -3.43
H -2.92 1.14 -3.01
H -2.73 2.81 -3.59
H -1.62 4.10 -0.40
H -1.98 4.51 -2.08
H 0.48 3.06 0.14
H 1.53 2.49 -1.14
H -1.00 -0.25 -2.78
H 0.61 0.41 -2.97
H -2.18 1.93 0.43
H -2.73 0.68 -0.67
```

The spin multiplicity is 5. The HOMO energy (alpha / beta) is -8.312 / -8.435 eV. The value obtained for the LUMO energy (alpha / beta) is -0.655 / -2.711 eV. As for the HOMO-LUMO gap (alpha / beta): 7.7 / 5.7 eV.

=====

Entry B
C24H22Cl2N7O6OsPS as an isolated structure, computed with ωB97M-V/def2-TZVPD.

XYZ file:
```
64
C24H22Cl2N7O6OsPS (ωB97M-V/def2-TZVPD)
Os -0.30 -0.34 -1.34
Cl -4.13 0.50 -6.87
C -3.33 0.81 -5.37
C -2.25 0.02 -5.01
C -1.60 0.25 -3.82
N -0.48 -0.45 -3.32
C 0.44 -1.05 -4.14
O 0.31 -1.27 -5.32
C 1.74 -1.36 -3.43
C 2.73 -2.05 -4.09
C 3.92 -2.29 -3.42
C 4.06 -1.85 -2.12
C 3.00 -1.18 -1.52
N 1.88 -0.91 -2.18
C -2.04 1.28 -2.96
C -3.12 2.07 -3.32
C -3.77 1.83 -4.52
Cl -5.12 2.82 -4.94
N -1.25 1.41 -1.80
C -1.16 2.55 -1.07
O -1.92 3.51 -1.13
C 0.07 2.63 -0.20
C 0.22 3.70 0.67
C 1.40 3.80 1.39
C 2.38 2.84 1.20
C 2.13 1.80 0.32
N 1.00 1.69 -0.36
H -1.92 -0.77 -5.67
H 2.55 -2.38 -5.10
H 4.72 -2.83 -3.91
H 4.95 -2.04 -1.55
H 3.03 -0.91 -0.48
H -3.46 2.86 -2.67
H -0.58 4.42 0.74
H 1.55 4.62 2.08
H 3.32 2.89 1.73
H 2.88 1.03 0.16
O -0.85 -0.15 0.58
S 0.50 -3.12 -0.03
O 1.70 -3.58 -0.71
O 0.90 -1.92 0.88
O -0.35 -2.28 -1.17
C -2.02 -1.07 4.69
N -1.12 -2.11 4.18
C 0.23 -1.85 4.67
N 0.73 -0.51 4.38
C -0.23 0.47 4.88
N -1.58 0.28 4.37
C -1.58 0.47 2.91
P -0.47 -0.70 1.99
C -1.16 -2.24 2.72
C 1.04 -0.33 2.96
H -2.06 -1.17 5.77
H -3.02 -1.23 4.28
H 0.91 -2.59 4.24
H 0.22 -1.98 5.76
H 0.11 1.47 4.63
H -0.27 0.38 5.97
H -1.27 1.49 2.67
H -2.60 0.35 2.53
H -0.59 -3.11 2.42
H -2.19 -2.36 2.38
H 1.33 0.71 2.78
H 1.86 -0.98 2.67
```

The spin multiplicity is 5. The HOMO energy (alpha / beta) is -7.990 / -8.261 eV. The value obtained for the LUMO energy (alpha / beta) is -0.421 / -1.991 eV. As for the HOMO-LUMO gap (alpha / beta): 7.6 / 6.3 eV.

=====

Which is most stable, and by how much? entry B, by 0.875 eV.